72
Properties=species:S:1:pos:R:3:forces:R:3 method="wB97M-V/def2-TZVPD" s_squared=0.77 charge=+3 lumo_ha="-0.3677 / -0.4221" spin_multiplicity=2 total_energy_ha=-4873.2002 homo_energy_ev="-15.1 / -15.1"
Ce 0.0276 0.5742 0.2727 -0.5 -1.1 1.0
P -0.2389 -2.4440 -0.2665 0.0 -1.3 -0.2
P 2.7386 -0.2029 0.4358 1.2 -0.1 -0.1
P -2.4318 0.5128 -1.1309 -1.0 0.1 -0.8
H 3.3271 8.2173 -3.7889 -0.3 0.2 0.0
C 2.3309 8.6302 -3.5976 -0.1 0.4 0.7
C 2.0773 9.3579 -2.4944 0.1 -0.4 -0.7
H 2.8564 9.5633 -1.7523 -0.3 -0.1 -0.3
C 0.2764 -3.1951 -1.8596 0.1 0.6 -0.1
C 0.7218 -3.4730 0.9031 0.1 0.4 0.3
C -1.8797 -3.2424 -0.0812 -0.2 0.5 0.1
C 3.3855 1.5142 0.4115 -0.2 0.1 -0.1
C 3.3852 -0.8839 2.0029 -0.5 -0.2 0.3
C 3.6811 -1.0524 -0.8655 -0.2 -0.2 -0.3
C -2.5204 2.3279 -1.3690 0.3 0.0 0.2
C -3.9657 0.1157 -0.2180 0.3 -0.2 0.4
C -2.7061 -0.1691 -2.7975 0.2 -0.3 -0.1
H 1.5634 8.4721 -4.3627 0.3 0.1 0.3
H 1.0929 9.8045 -2.3177 0.4 -0.2 -0.1
H 0.2105 -4.2928 -1.8006 0.0 0.4 0.0
H 1.3002 -2.8860 -2.0985 -0.1 -0.2 0.0
H -0.3774 -2.8177 -2.6547 0.1 -0.2 0.0
H 0.4303 -4.5298 0.8107 0.1 0.3 0.0
H 0.5196 -3.1244 1.9222 0.1 -0.2 0.0
H 1.7939 -3.3571 0.7067 -0.2 -0.2 0.1
H -1.7823 -4.3328 -0.2036 0.0 0.4 0.0
H -2.5706 -2.8360 -0.8306 0.1 -0.2 0.1
H -2.2789 -3.0165 0.9147 0.0 -0.2 -0.2
H 4.3770 1.5396 0.8798 -0.2 0.1 -0.1
H 2.7159 2.1930 0.9590 0.2 0.0 0.1
H 3.4430 1.8935 -0.6142 0.1 -0.1 0.1
H 4.3954 -1.3000 1.8612 -0.4 0.2 0.1
H 2.6999 -1.6760 2.3440 0.4 0.2 0.0
H 3.3913 -0.0911 2.7673 0.1 -0.3 -0.2
H 4.7495 -1.1113 -0.6103 -0.3 0.1 -0.1
H 3.5398 -0.5219 -1.8181 0.2 -0.1 0.3
H 3.2728 -2.0652 -0.9941 0.3 0.2 0.1
H -3.5480 2.6101 -1.6298 0.3 0.1 0.0
H -1.8236 2.6466 -2.1527 -0.2 -0.1 0.0
H -2.2230 2.8459 -0.4470 -0.2 0.0 -0.1
H -4.8605 0.3885 -0.8005 0.4 -0.1 0.2
H -3.9556 0.6547 0.7429 -0.2 -0.1 -0.3
H -3.9615 -0.9634 0.0043 -0.2 0.3 -0.1
H -3.7531 -0.0447 -3.1098 0.3 0.0 0.1
H -2.4483 -1.2379 -2.8076 -0.2 0.2 0.0
H -2.0356 0.3281 -3.5110 -0.3 -0.1 0.1
C 1.1406 2.2878 -2.9807 -0.1 -0.7 0.2
C 1.2403 3.2921 -1.9978 0.0 0.7 0.1
C 1.4533 4.6169 -2.3729 -0.1 -0.5 0.9
C 1.5969 4.9465 -3.7231 0.0 -0.1 -0.4
C 1.5114 3.9532 -4.7116 -0.1 -0.5 0.1
C 1.2826 2.6292 -4.3441 0.1 0.2 -0.5
Se 0.8359 0.4836 -2.4974 0.3 0.8 -0.9
H 0.0253 2.3116 0.8080 0.1 1.2 0.4
H 1.1527 3.0130 -0.9434 0.0 0.3 -0.2
H 1.5117 5.3971 -1.6064 0.0 -0.3 -0.3
H 1.7776 5.9843 -4.0072 -0.1 -0.3 0.1
H 1.6207 4.2198 -5.7650 0.0 -0.1 0.4
H 1.2099 1.8388 -5.0930 0.0 0.3 0.1
N -1.6592 -0.7372 6.5205 0.4 0.2 -1.0
C -1.3551 -0.5548 5.2078 -0.7 -0.4 1.2
C -2.2496 -0.9934 4.1900 0.3 0.1 -1.1
C -1.9073 -0.8073 2.8572 0.1 0.1 1.0
N -0.7524 -0.1829 2.4823 0.4 0.2 -0.4
C 0.1109 0.2526 3.4559 -1.1 -0.6 0.5
C -0.1540 0.0693 4.8067 1.0 0.5 -0.8
H -2.5178 -1.1754 6.8220 0.1 0.0 -0.2
H -1.0398 -0.4380 7.2617 0.0 0.0 -0.2
H -3.2001 -1.4679 4.4245 0.3 0.1 0.1
H -2.5713 -1.1551 2.0486 0.4 0.3 0.5
H 1.0260 0.7627 3.1129 -0.4 -0.2 0.3
H 0.5782 0.4288 5.5406 -0.4 -0.2 -0.3



10
Properties=species:S:1:pos:R:3:forces:R:3 method="wB97M-V/def2-TZVPD" charge=-1 lumo_ha=0.1458 total_energy_ha=-471.1413 homo_energy_ev=-4.2
C 0.8577 -0.1508 -1.0492 1.8 2.4 -3.2
C 0.0485 -0.3834 -0.0998 -2.5 3.2 0.4
C -0.8365 1.5273 0.2425 -0.3 -0.6 0.3
N -0.1061 -1.3232 0.8204 -2.9 -1.8 -1.9
O -1.2644 1.9570 -0.7647 -0.2 0.0 -1.8
O -0.6651 1.7315 1.3841 0.5 -0.1 2.0
O -1.1261 -2.0863 0.6278 1.6 0.5 0.9
O 0.6295 -1.3419 1.7569 1.2 -0.6 2.6
H 1.6754 -0.8076 -1.2641 0.5 -0.4 -0.5
H 0.7871 0.8775 -1.6538 0.2 -2.5 1.3



13
Properties=species:S:1:pos:R:3:forces:R:3 method="wB97M-V/def2-TZVPD" charge=0 lumo_ha=-0.0196 total_energy_ha=-340.6130 homo_energy_ev=-8.9
C 0.2272 0.3754 1.3312 0.8 0.7 -2.1
C -0.3749 0.8646 0.1134 -3.9 -0.9 1.3
C -1.4519 -0.2148 -0.4091 0.8 1.7 -0.7
C 1.3319 0.2571 -0.3397 1.5 -0.3 1.5
N -1.3946 -1.4437 -0.2313 0.2 -0.7 0.4
N 1.7133 -0.9078 -0.5426 -0.2 0.0 0.5
O -0.5615 2.0430 -0.2442 0.8 -0.8 0.0
H -2.1932 -1.9656 -0.5908 0.0 0.3 0.0
H 2.5477 -0.9905 -1.1220 -0.3 0.2 -0.4
H 0.1814 -0.6811 1.5660 -0.1 0.1 -0.2
H 0.4410 1.1150 2.0985 0.8 -0.1 -0.3
H -2.2343 0.3620 -0.9108 -0.2 -0.2 -0.1
H 1.7678 1.1864 -0.7187 -0.3 0.1 0.2



17
Properties=species:S:1:pos:R:3:forces:R:3 method="wB97M-V/def2-TZVPD" charge=0 lumo_ha=0.0274 total_energy_ha=-360.0059 homo_energy_ev=-8.3
C 1.7367 -1.4776 0.1736 -1.7 -2.5 1.2
C 0.4154 -0.9402 -0.5638 3.8 -6.3 -2.6
C -0.9926 -1.6085 -0.2483 4.0 -0.1 -1.5
C -1.6513 -0.5184 0.0747 -1.2 -1.9 0.5
C -0.7853 0.5723 0.0187 -3.1 7.3 3.5
H 1.8182 -1.4618 1.2653 -1.0 0.3 0.2
H 2.6233 -0.9870 -0.0657 1.2 1.2 -1.3
H 1.8924 -2.5660 -0.0676 -0.2 0.9 0.0
H 0.8638 -1.4696 -1.6110 -1.9 2.1 1.7
H -1.1606 -2.6804 -0.5045 -0.3 1.2 0.8
H -2.6057 -0.5602 0.4181 -2.8 0.5 0.7
H -2.0695 2.1800 1.2125 4.6 -1.1 -3.2
H 0.6722 3.2983 0.5059 -2.2 -0.9 0.3
H 0.1754 2.8079 -0.8564 -1.5 -0.1 0.7
N -0.9802 1.8985 0.6115 -3.7 1.0 1.6
N -0.2889 3.0973 0.0467 1.7 -1.3 -0.2
N 0.3369 0.4154 -0.4099 4.3 -0.5 -2.4



What did we get for ΔE to the lowest compared entry with this formula, charge and spin? Answer: 27.67, 469.45, 477.53, 502.41 kJ/mol, in the order shown.